Entry 1:
The following is a DFT calculation (ωB97M-V/def2-TZVPD) of a cluster of 2 separate species, C27H44Cl2F4I2N2O8S in total at a distorted geometry.

Geometry as XYZ:
```
90
Properties=species:S:1:pos:R:3
I -2.7591 -1.9943 3.6685
I -0.3636 1.6490 1.2309
Cl -6.6699 -1.0253 -5.3404
Cl -2.9318 1.5020 -1.7941
S -5.9964 2.1040 1.6687
F -4.8411 4.3725 2.0378
F -8.7420 1.5949 -1.3134
F -3.7366 3.1464 0.6423
F -3.6801 2.6813 2.7394
O -6.2044 1.7494 3.0482
O -5.5946 2.6765 -1.3818
O -7.0297 2.8207 1.0030
O -7.5254 -1.6159 -4.3396
O -5.9290 0.0697 -4.7083
O -5.7176 -1.9915 -5.8162
O -8.4480 2.4416 -3.3146
O -7.4472 -0.4985 -6.4226
N -6.8885 0.9978 -2.3785
N -3.1677 0.0220 1.3529
C -2.1843 -0.4657 2.3567
C 5.2722 -2.6212 -0.3822
C -8.0560 1.7655 -2.4445
C -2.9566 -2.0748 -0.0753
C 3.9256 -2.8773 0.3233
C -3.8143 0.1167 -1.0790
C 1.7182 -4.1446 0.2764
C -2.9131 -0.5397 -0.0268
C -5.5985 0.5122 0.8681
C 5.8699 2.3971 0.7548
C 5.7052 -1.1345 -0.3642
C 7.1383 -0.9391 0.1138
C -1.6701 -2.6459 -0.7058
C -5.9200 1.5329 -1.4720
C -5.2768 0.4170 -0.6448
C -4.5868 -0.2209 1.7439
C 5.9772 4.4875 -0.7278
C -0.7191 -3.3084 0.3124
C 6.6442 3.6667 0.3728
C 4.5021 4.8121 -0.4331
C 0.7600 -2.9743 0.0687
C -4.4507 3.1583 1.7501
C -0.9641 0.0649 2.4622
C 6.8056 1.3036 1.2873
C 3.0697 -3.9188 -0.4008
C 7.5220 0.5457 0.1447
C 0.0635 -0.3803 3.4587
H -0.3552 -0.3191 4.4623
H 6.5389 5.4131 -0.8456
H 1.9206 -4.2946 1.3398
H 0.9070 -2.6059 -0.9483
H -2.9854 1.0329 1.2955
H -1.9300 -3.3797 -1.4642
H 5.0197 -0.5789 0.2752
H 5.1923 -2.9651 -1.4118
H -0.8210 -4.3887 0.2222
H 4.2634 5.8244 -0.7457
H 5.3374 2.0207 -0.1224
H 7.5459 1.7842 1.9238
H -1.9000 -0.2513 -0.2761
H 3.6276 -4.8547 -0.4522
H -3.0866 -2.5171 0.9077
H 0.3675 -1.4050 3.2535
H 8.6009 0.6362 0.2621
H 5.6288 -0.7408 -1.3775
H 1.0749 -2.1669 0.7333
H 0.9210 0.2809 3.4250
H -1.1190 -1.8644 -1.2283
H -3.8785 -0.6064 -1.8849
H 4.3126 4.7244 0.6350
H 7.2628 1.0034 -0.8108
H 3.3717 -1.9379 0.3140
H -5.8163 -0.4664 -0.9825
H 5.1033 2.6297 1.4951
H -6.4311 1.0273 -3.3137
H 3.8422 4.1213 -0.9519
H 4.1058 -3.1979 1.3486
H 6.0516 -3.2007 0.1106
H 6.7707 4.2667 1.2754
H 7.6341 3.3562 0.0351
H 6.2157 0.5907 1.8619
H 7.2625 -1.3329 1.1223
H -6.5361 -0.0172 1.0349
H 6.0648 3.9276 -1.6587
H 1.2922 -5.0788 -0.0921
H -4.7181 0.0557 2.7849
H -4.7891 -1.2852 1.6725
H -3.8062 -2.4128 -0.6675
H -0.9804 -3.0376 1.3346
H 7.7958 -1.4563 -0.5854
H 2.9310 -3.5699 -1.4259
```

Output
Charge = 0

These are the Mulliken partial charges, in e, on atoms 1 to 6: number 1, I, carries 0.201; number 2, I, carries 0.086; number 3, Cl, carries 1.693; number 4, Cl, carries -0.121; number 5, S, carries 1.320; number 6, F, carries -0.234

***

Entry 2:
The following is a DFT calculation (ωB97M-V/def2-TZVPD) of an isolated molecule of C4H6OS at a distorted geometry.

Geometry as XYZ:
```
12
Properties=species:S:1:pos:R:3
S -0.7026 1.8743 -0.6319
O 0.4800 -1.6883 0.4561
C -1.2053 -0.3452 1.5738
C 0.1515 0.5239 -0.5045
C -0.0793 -0.6148 0.5300
C 1.2486 0.2505 -1.5362
H -1.9143 -1.1480 1.6389
H 2.2450 0.2462 -1.0916
H 1.0065 -0.6748 -1.9726
H -1.7173 0.5913 1.2448
H 1.2577 1.1415 -2.1784
H -0.7705 -0.1565 2.4716
```

Output
Charge = 0
SMILES string = CC(=O)C(C)=S

These are the Mulliken partial charges, in e, on atoms 1 to 6: number 1, S, carries -0.284; number 2, O, carries -0.521; number 3, C, carries -1.012; number 4, C, carries 0.401; number 5, C, carries 0.582; number 6, C, carries -1.049

***

Going through the records in order, we get HOMO-LUMO gap values of 6.5; 7.8 eV.
Going through the records in order, we get HOMO values of -8.40; -8.93 eV.